No. 1
Entry from OMol25: C38H36BBrN2O5PdS as an isolated structure (wB97M-V/def2-TZVPD).

```
! RIJCOSX wB97M-V def2-TZVPD def2/J DEFGRID3
* xyz 0 1
Pd 0.2604 -0.3633 -1.5644
O -3.0133 -0.0464 0.7421
C -3.7824 0.9626 0.2931
C -4.8577 1.3801 1.0767
C -5.6718 2.4124 0.6608
C -5.4213 3.0540 -0.5431
C -4.3560 2.6479 -1.3287
C -3.5338 1.6060 -0.9274
C -2.3207 1.1934 -1.7454
O -1.9989 -0.1213 -1.5561
N -1.2249 2.1099 -1.3552
N 0.0000 1.6760 -1.7755
C 1.0510 2.4237 -1.4797
C 2.3783 2.1047 -1.7909
Br 2.6205 0.4083 -2.7120
C 3.4503 2.9196 -1.5502
C 4.8593 2.6392 -1.6251
C 5.7456 3.6674 -1.9774
C 7.1052 3.4443 -2.0309
C 7.6229 2.1990 -1.7036
C 6.7645 1.1854 -1.3084
C 5.4014 1.3972 -1.2708
H -2.4526 -0.3089 -0.0513
H -5.0268 0.8693 2.0118
H -6.5064 2.7168 1.2783
H -6.0473 3.8756 -0.8612
H -4.1481 3.1428 -2.2675
H -2.4939 1.4019 -2.8236
H -1.2468 2.3367 -0.3601
H 0.8937 3.3507 -0.9363
H 3.1878 3.9264 -1.2504
H 5.3468 4.6415 -2.2244
H 7.7702 4.2446 -2.3244
H 8.6900 2.0317 -1.7353
H 7.1657 0.2254 -1.0151
H 4.7492 0.6155 -0.9158
C 1.5057 0.9033 7.0733
C 0.2627 1.2786 6.2543
C 0.2530 2.7996 6.0808
C -1.0023 0.8957 7.0366
C 0.2750 0.5398 4.9217
C 0.1775 -0.8534 4.9179
C 0.1331 -1.6066 3.7556
C 0.1981 -0.9235 2.5602
O 0.1899 -1.3806 1.2745
B 0.3256 -0.2667 0.4709
O 0.3984 0.8843 1.2454
C 0.3225 0.4673 2.5453
C 0.3629 1.2142 3.7061
H 1.5096 1.4608 8.0081
H 2.4123 1.1472 6.5234
H 1.5216 -0.1570 7.3093
H 0.1850 3.2743 7.0578
H -0.6035 3.1194 5.4927
H 1.1655 3.1493 5.6052
H -1.0664 1.4864 7.9483
H -0.9982 -0.1532 7.3160
H -1.8885 1.0883 6.4363
H 0.1290 -1.3802 5.8574
H 0.0537 -2.6812 3.7837
H 0.4646 2.2835 3.6506
O 0.7006 -2.5410 -1.5951
S -0.7027 -3.0419 -1.6508
C -0.5196 -4.6217 -2.5311
C -1.5763 -5.5125 -2.6020
C -1.4181 -6.6939 -3.3063
C -0.2090 -6.9779 -3.9210
C 0.8460 -6.0850 -3.8349
C 0.6903 -4.9014 -3.1359
C -1.4424 -2.2687 -3.1186
C -2.7984 -2.4376 -3.3263
C -3.4018 -1.8267 -4.4090
C -2.6477 -1.0372 -5.2627
C -1.2917 -0.8616 -5.0441
C -0.6728 -1.4824 -3.9675
H -2.5090 -5.2835 -2.1107
H -2.2380 -7.3937 -3.3748
H -0.0878 -7.9032 -4.4627
H 1.7862 -6.3127 -4.3124
H 1.5004 -4.1953 -3.0429
H -3.3776 -3.0248 -2.6319
H -4.4582 -1.9539 -4.5842
H -3.1200 -0.5526 -6.1020
H -0.7119 -0.2438 -5.7155
H 0.4101 -1.4042 -3.8374
*
```

Properties
E_tot: -5080.25336 a.u.
HOMO level: -6.962 eV
frontier orbital gap: 6.088 eV
LUMO: -0.87 eV
energy above the lowest of the compared OMol25 structures with the same formula, charge and spin: 86.4 kJ/mol

=====

No. 2
Entry from OMol25: a 3-piece molecular cluster, C5H12N4 overall (wB97M-V/def2-TZVPD).

```
! RIJCOSX wB97M-V def2-TZVPD def2/J DEFGRID3
* xyz 0 1
C 0.7881 -0.3232 -0.2563
C -1.1710 -1.5257 1.8360
N 0.4138 0.7813 0.4307
C -1.3082 -0.4323 0.8336
N 0.0817 1.8333 -0.3092
N 0.3605 -0.5429 -1.5973
C 2.6752 0.4286 -0.6325
C -2.4370 0.1596 0.4847
N 2.9979 1.3677 -1.3829
H 1.1074 -1.1497 0.3659
H 0.0732 1.7402 -1.3242
H -0.2536 2.6229 0.2212
H 0.9070 -1.2585 -2.0642
H -0.6175 -0.8022 -1.6756
H 2.1924 1.8348 -1.8217
H 3.4557 -0.1065 -0.0731
H -0.8285 -2.4567 1.3740
H -0.4387 -1.2552 2.6017
H -2.1207 -1.7449 2.3400
H -3.4023 -0.1195 0.9104
H -2.4754 0.9490 -0.2611
*
```

Properties
E_tot: -416.49617 a.u.
HOMO level (spin up / spin down): -6.792 / -6.788 eV
frontier orbital gap (spin up / spin down): 7.380 / 7.376 eV
LUMO (spin up / spin down): 0.59 / 0.59 eV
energy above the lowest of the compared OMol25 structures with the same formula, charge and spin: 654.5 kJ/mol

=====

No. 3
Entry from OMol25: C44H44F5N8NaOP2 as an isolated structure (wB97M-V/def2-TZVPD).

```
! RIJCOSX wB97M-V def2-TZVPD def2/J DEFGRID3
* xyz 0 1
Na 1.0864 0.3459 -0.0049
C 0.3824 -2.8937 1.9941
P -0.8141 -1.8137 1.1374
C -1.7780 -3.1578 0.2534
N -2.1156 -4.1964 0.9802
C -2.8815 -5.1766 0.4493
C -3.2438 -6.2893 1.2414
C -4.0481 -7.2554 0.7107
C -4.5208 -7.1593 -0.6213
C -4.1756 -6.1022 -1.4111
C -3.3396 -5.0921 -0.8838
N -2.9339 -4.0646 -1.6637
C -2.1731 -3.1389 -1.1246
P -1.5268 -2.0554 -2.4448
C -2.6819 -2.1831 -3.8211
C 0.0882 -2.7911 -2.9791
C 0.8646 -3.2826 -1.7557
C 0.9359 -1.8020 -3.7934
C -0.2623 -3.9995 -3.8638
C -1.9912 -1.2922 2.5057
C -2.6860 -2.4113 3.2752
C -1.1195 -0.4819 3.4783
C -3.0395 -0.3662 1.8878
H -0.1085 -3.6967 2.5393
H 0.9844 -2.2864 2.6662
H 1.0675 -3.3060 1.2522
H -2.8763 -6.3382 2.2575
H -4.3335 -8.1081 1.3121
H -5.1594 -7.9393 -1.0136
H -4.5179 -6.0133 -2.4335
H -2.8186 -3.2185 -4.1127
H -2.2873 -1.5938 -4.6498
H -3.6400 -1.7653 -3.5167
H 1.0668 -2.5012 -1.0253
H 1.8385 -3.6413 -2.0948
H 0.3580 -4.1172 -1.2672
H 1.5332 -1.1573 -3.1497
H 0.3461 -1.1837 -4.4737
H 1.6337 -2.3814 -4.3998
H -0.9681 -4.6795 -3.3847
H 0.6634 -4.5489 -4.0398
H -0.6598 -3.6986 -4.8332
H -1.9758 -3.1156 3.7074
H -3.3883 -2.9673 2.6562
H -3.2491 -1.9615 4.0976
H -0.4020 -1.1076 4.0089
H -1.7616 -0.0126 4.2273
H -0.5698 0.3118 2.9698
H -3.6709 -0.8959 1.1669
H -2.5679 0.4816 1.3868
H -3.6913 0.0232 2.6739
F 6.5248 1.5812 2.1090
C 5.5470 1.1232 2.9161
C 5.3269 1.7984 4.0991
F 6.1275 2.8441 4.3568
C 4.2769 1.4909 4.9836
C 3.5443 0.3637 4.5787
C 3.7996 -0.3270 3.4142
F 3.0135 -1.3969 3.1481
C 4.7864 0.0346 2.5009
C 4.9030 -0.6245 1.1897
C 3.7366 -1.0015 0.5516
N 2.7127 -1.2962 0.0704
C 6.0915 -0.7520 0.4477
N 7.0332 -0.8777 -0.2159
F 2.5216 -0.0828 5.3339
C 3.9266 2.2907 6.1296
C 2.6598 2.1900 6.7493
N 1.6300 2.1317 7.2771
C 4.7101 3.3802 6.5853
N 5.2970 4.2892 6.9921
C 5.7695 2.3052 -1.0616
N 4.5538 1.7133 -1.6065
C 4.7300 0.6950 -2.6274
C 3.3567 2.0513 -1.1620
O 2.2744 1.5971 -1.5680
H 6.3905 1.5323 -0.6116
H 5.5134 3.0447 -0.3055
H 6.3284 2.7919 -1.8623
H 5.4484 -0.0437 -2.2752
H 5.1078 1.1530 -3.5443
H 3.7720 0.2207 -2.8226
H 3.3838 2.8048 -0.3619
F -2.2163 3.6488 -1.2182
C -2.0098 2.3555 -1.4763
C -3.0608 1.4714 -1.3072
C -2.8441 0.1328 -1.5737
C -1.5935 -0.3152 -2.0054
C -0.5549 0.6033 -2.1656
C -0.7563 1.9460 -1.8892
H -4.0208 1.8322 -0.9643
H -3.6591 -0.5674 -1.4272
H 0.4335 0.3119 -2.4895
H 0.0621 2.6471 -1.9759
C 0.4303 3.5713 3.8646
C 1.5367 2.8476 3.4495
C 1.4634 2.1556 2.2543
N 0.3851 2.1720 1.4594
C -0.6621 2.8954 1.8577
C -0.6902 3.6014 3.0479
H 0.4529 4.0849 4.8168
H 2.4275 2.8204 4.0568
H 2.3032 1.5443 1.9207
H -1.5224 2.8993 1.1971
H -1.5755 4.1565 3.3263
*
```

Properties
E_tot: -3560.67924 a.u.
HOMO level: -5.443 eV
frontier orbital gap: 3.327 eV
LUMO: -2.12 eV
energy above the lowest of the compared OMol25 structures with the same formula, charge and spin: 68.0 kJ/mol

=====

No. 4
Entry from OMol25: a 16-piece molecular cluster, C21H74N16O16 overall (wB97M-V/def2-TZVPD).

```
! RIJCOSX wB97M-V def2-TZVPD def2/J DEFGRID3
* xyz 0 1
C 2.3451 1.5324 -1.4331
C 2.6441 1.9974 -2.8101
O 3.9821 1.7964 -3.1841
H 2.6851 0.4984 -1.3521
H 1.2621 1.4594 -1.2221
H 2.6311 2.1994 -0.6381
H 2.4031 3.0654 -2.8531
H 2.0191 1.5134 -3.5531
H 4.0941 2.1594 -4.0881
C -0.6999 -2.9666 4.3469
C 0.2301 -3.2956 3.1479
O -0.4309 -2.9846 1.9269
H -1.0249 -1.9586 4.3209
H -0.1209 -3.0756 5.3089
H -1.4759 -3.6276 4.5469
H 0.6071 -4.2986 3.0889
H 1.1011 -2.5866 3.2529
H 0.0061 -2.1626 1.6129
C 1.1521 6.2544 0.3879
C 1.8921 4.9234 0.7329
O 0.9881 3.9174 1.0499
H 1.8541 6.9964 -0.0001
H 0.5671 6.4864 1.2399
H 0.3811 6.1784 -0.3901
H 2.5851 5.0124 1.5629
H 2.4791 4.5434 -0.1261
H 1.4451 3.1384 1.2919
C -2.7659 -0.0946 2.3029
C -2.4599 0.8004 3.4119
O -2.4589 0.1594 4.6709
H -2.7199 0.3024 1.3169
H -3.7249 -0.6696 2.3089
H -1.9599 -0.8456 2.2899
H -3.1949 1.5674 3.5909
H -1.4839 1.1954 3.2229
H -2.0619 0.7324 5.3259
C -0.3619 3.8084 -1.6481
C -0.7739 3.7294 -3.0981
O -0.4789 2.4634 -3.6881
H -0.8319 4.4424 -0.9881
H 0.6851 3.9524 -1.4421
H -0.5319 2.8104 -1.2421
H -0.1789 4.4494 -3.6641
H -1.7339 4.0584 -3.2951
H -0.4919 2.5174 -4.7041
C 0.5111 -0.9016 -3.9701
O 1.1131 -2.0816 -3.6601
N 0.2261 -0.5556 -5.1791
N -0.0979 -0.1266 -3.1401
H 0.5661 -1.1786 -5.9371
H -0.1369 0.3874 -5.5071
H -0.0489 -0.3096 -2.0961
H -0.1789 0.8604 -3.3451
C 4.5501 -3.2626 2.3639
O 3.4491 -2.4816 2.5809
N 5.1191 -3.9666 3.2939
N 5.0491 -3.4596 1.1209
H 4.8011 -3.9236 4.2399
H 6.0001 -4.3576 3.1609
H 4.5351 -2.9406 0.3979
H 5.9811 -3.7356 0.8039
C -2.5109 4.1294 1.5219
O -3.7399 4.6694 1.8399
N -1.4559 4.7744 1.8909
N -2.3259 2.9374 0.9529
H -1.6019 5.6604 2.4069
H -0.4719 4.4514 1.6199
H -3.1119 2.3724 0.5349
H -1.5249 2.3604 0.9569
C -3.8549 -3.9776 1.3229
O -5.1729 -4.3386 1.6499
N -3.3919 -3.9196 0.1209
N -3.0109 -3.6966 2.2399
H -2.5929 -3.4836 -0.1801
H -4.0349 -3.9536 -0.6661
H -3.4939 -3.4836 3.0559
H -2.0809 -3.3216 2.1129
C 1.5461 0.1814 3.9759
O 1.4061 -0.7546 5.0339
N 2.3841 0.0254 2.9769
N 0.8751 1.2744 3.9459
H 2.8741 -0.8816 3.0809
H 2.8491 0.8634 2.6099
H 0.1341 1.4194 4.5999
H 0.9351 1.9364 3.1719
C -3.6859 0.9914 -1.3371
O -3.9569 -0.3786 -1.4411
N -4.3209 1.8334 -0.5991
N -2.5519 1.3954 -1.7791
H -5.1939 1.4894 -0.1311
H -4.2439 2.7984 -0.8021
H -2.1529 0.8694 -2.5871
H -2.2309 2.3764 -1.7071
C -3.0519 -1.8006 -4.7081
O -4.3389 -2.3256 -4.8221
N -2.2119 -1.7996 -5.6551
N -2.6919 -1.2726 -3.5481
H -2.4099 -2.1076 -6.5811
H -1.2449 -1.3936 -5.5361
H -3.3659 -1.1906 -2.7451
H -1.6999 -0.8026 -3.4301
C -0.0219 0.0384 0.5549
O 0.0581 1.3174 0.9659
N -0.7559 -0.3186 -0.4781
N 0.8171 -0.8416 0.9799
H -1.4629 0.4034 -0.8361
H -1.0459 -1.2766 -0.6731
H 1.4461 -0.4806 1.6759
H 1.2281 -1.5466 0.3559
C 4.9961 0.3344 0.7229
O 4.0811 -0.6396 0.2869
H 4.6831 1.2464 0.2739
H 5.9481 0.1014 0.2489
H 4.9521 0.3284 1.8429
H 3.2831 -0.3216 0.6519
C 1.8881 -3.6086 -0.2711
O 1.7341 -2.3746 -1.0441
H 2.0851 -3.3956 0.7879
H 2.7091 -4.2386 -0.5971
H 0.9161 -4.1616 -0.3201
H 1.5511 -2.6296 -1.9791
C -1.1309 -3.9336 -2.0841
O -1.5829 -2.7396 -1.4211
H -1.1969 -4.7786 -1.4251
H -0.0689 -3.9466 -2.4211
H -1.7369 -4.1736 -2.9521
H -2.1619 -2.3486 -2.1751
*
```

Properties
E_tot: -2924.32462 a.u.
HOMO level: -7.452 eV
frontier orbital gap: 6.359 eV
LUMO: -1.09 eV
energy above the lowest of the compared OMol25 structures with the same formula, charge and spin: 117.6 kJ/mol

=====

No. 5
Entry from OMol25: a 2-piece molecular cluster, C18H31N5O2S overall (wB97M-V/def2-TZVPD).

```
! RIJCOSX wB97M-V def2-TZVPD def2/J DEFGRID3
* xyz 0 1
O -1.4089 4.1934 -2.9971
O -2.2993 -0.4927 -1.5335
N -0.6447 2.1235 0.4853
S 2.5155 -1.5260 -2.0272
C -1.1703 3.1060 -3.4975
C -2.0158 -0.3874 -2.7205
C 0.1318 3.1385 0.8916
C -0.4890 0.9264 1.0833
C 1.0861 2.9853 1.9001
C 1.2560 1.7430 2.5144
C 0.4569 0.6627 2.1098
N -2.6124 -1.2021 -3.5972
N -0.5245 -1.9931 5.0525
N 0.5933 -0.6209 2.7021
N -1.2869 1.9859 -2.7863
C 2.3841 -1.0369 -0.2835
C -0.7487 3.0356 -4.9525
C -2.4040 -1.2831 -5.0433
C 0.8314 -1.1868 -2.6137
C -0.6299 -2.6240 3.7211
C -0.5147 -1.6081 2.5697
C 0.8199 -1.8584 5.6310
C 1.8155 -1.0146 3.4424
C 1.6368 -0.7649 4.9426
C 0.4420 0.2953 -2.5793
C -0.9374 0.6150 -3.1836
H 0.0149 4.1094 0.4196
H -1.1217 0.1219 0.7258
H 1.6868 3.8384 2.1970
H 1.9948 1.6442 3.3009
H -3.2971 -1.8197 -3.1867
H -1.0160 -1.0976 5.0674
H -1.5435 2.1186 -1.8136
H 2.2036 0.0352 -0.2075
H 3.3149 -1.2746 0.2311
H 1.5650 -1.5774 0.1904
H 0.2172 2.5416 -5.0313
H -0.6666 4.0504 -5.3397
H -1.5031 2.4940 -5.5188
H -2.6652 -0.3335 -5.5149
H -1.3627 -1.5277 -5.2628
H -3.0406 -2.0652 -5.4617
H 0.1368 -1.7562 -1.9951
H 0.7510 -1.5446 -3.6407
H -1.6001 -3.1247 3.6417
H 0.1389 -3.3958 3.6117
H -1.4700 -1.0736 2.5399
H -0.4071 -2.1528 1.6263
H 0.7255 -1.6100 6.6928
H 1.3497 -2.8144 5.5639
H 2.6774 -0.4489 3.0760
H 2.0513 -2.0682 3.2609
H 1.1563 0.2049 5.1008
H 2.6235 -0.7271 5.4126
H 0.4507 0.6164 -1.5404
H 1.1999 0.8723 -3.1115
H -0.8475 0.5530 -4.2647
*
```

Properties
E_tot: -1526.94175 a.u.
HOMO level: -7.840 eV
SMILES string: CNC(=O)[C@H](CCSC)NC(C)=O.c1cncc(N2CCCNCC2)c1
frontier orbital gap: 8.364 eV
LUMO: 0.52 eV

=====

No. 6
Entry from OMol25: a 2-piece molecular cluster, C4H9N2O overall (wB97M-V/def2-TZVPD).

```
! RIJCOSX wB97M-V def2-TZVPD def2/J DEFGRID3
* xyz 2 2
C -0.8345 -0.1072 -1.0675
C -0.2956 0.1700 0.2349
C 0.4743 1.2454 0.7777
N 0.7760 0.9400 2.0378
C 0.2072 -0.2449 2.3432
N -0.3696 -0.7376 1.2664
H -1.7796 0.4043 -1.3215
H -0.9477 -1.1940 -1.1241
H -0.1618 0.1733 -1.9037
H 0.6127 2.2335 0.3680
H 1.4354 1.4636 2.6163
H 0.3988 -0.7565 3.2854
H -1.0111 -1.5322 1.2345
H -0.0049 -0.0795 -4.4865
H 0.9131 -1.2645 -4.1286
O 0.0342 -0.8999 -3.9612
*
```

Properties
E_tot: -341.83250 a.u.
HOMO level (spin up / spin down): -17.998 / -17.734 eV
frontier orbital gap (spin up / spin down): 8.631 / 4.182 eV
LUMO (spin up / spin down): -9.37 / -13.55 eV
energy above the lowest of the compared OMol25 structures with the same formula, charge and spin: 31.2 kJ/mol

=====

No. 7
Entry from OMol25: C24H51CuN3O4PSSi as an isolated structure (wB97M-V/def2-TZVPD).

```
! RIJCOSX wB97M-V def2-TZVPD def2/J DEFGRID3
* xyz 0 1
Cu -0.1967 -0.1534 -1.4816
C 0.6951 4.0775 0.0123
C 0.6870 2.6505 0.5441
C 1.8196 2.4261 1.5371
C -0.6585 2.3438 1.1841
O 0.8107 1.7245 -0.5432
Si 2.0750 1.3473 -1.5831
S 1.1804 0.3104 -3.1397
O 3.1682 0.5219 -0.6750
C 3.6452 -0.8127 -0.5462
C 4.7272 -0.7518 0.5248
C 2.5040 -1.7198 -0.1005
C 4.2290 -1.2982 -1.8665
O 2.8132 2.7787 -1.9063
C 3.5961 3.2209 -3.0201
C 4.5649 2.1210 -3.4359
C 4.3526 4.4454 -2.5307
C 2.6588 3.5862 -4.1632
H 0.4889 4.7769 0.8262
H -0.0758 4.1932 -0.7515
H 1.6585 4.3218 -0.4311
H 1.7373 3.1247 2.3729
H 2.7880 2.5725 1.0566
H 1.7894 1.4050 1.9249
H -0.7970 2.9313 2.0951
H -0.7255 1.2830 1.4325
H -1.4654 2.5857 0.4894
H 4.3024 -0.3970 1.4656
H 5.5141 -0.0604 0.2214
H 5.1698 -1.7368 0.6888
H 2.0438 -1.3295 0.8101
H 2.8847 -2.7241 0.1021
H 1.7361 -1.7894 -0.8730
H 5.0625 -0.6633 -2.1709
H 3.4694 -1.2822 -2.6487
H 4.5971 -2.3213 -1.7597
H 5.1939 1.8361 -2.5908
H 5.2067 2.4651 -4.2496
H 4.0230 1.2373 -3.7818
H 4.9950 4.1797 -1.6898
H 3.6495 5.2121 -2.2012
H 4.9718 4.8616 -3.3276
H 2.0812 2.7174 -4.4796
H 3.2279 3.9622 -5.0165
H 1.9625 4.3620 -3.8396
O -1.0028 -1.2888 -0.1525
P -2.2212 -1.6383 0.6450
N -3.5873 -0.9427 0.0887
C -4.9209 -1.5567 -0.0025
C -5.8469 -0.3512 -0.0959
C -5.0234 0.6427 -0.9112
C -3.6112 0.4650 -0.3548
N -1.9739 -1.1676 2.1910
C -0.6515 -0.9967 2.8070
C -0.8978 -0.0205 3.9804
C -2.3937 0.3264 3.9223
C -3.0099 -0.8449 3.1625
N -2.5550 -3.2476 0.6583
C -2.6282 -3.9818 -0.6293
C -2.1898 -5.4120 -0.2824
C -2.3752 -5.5048 1.2311
C -1.9775 -4.1144 1.6992
H -5.1213 -2.1931 0.8582
H -5.0080 -2.1704 -0.9043
H -6.0336 0.0513 0.9033
H -6.8060 -0.5984 -0.5491
H -5.3721 1.6701 -0.8207
H -5.0459 0.3712 -1.9685
H -3.4307 1.1330 0.4922
H -2.8399 0.6578 -1.1022
H 0.0532 -0.6160 2.0700
H -0.2666 -1.9523 3.1757
H -0.2762 0.8693 3.8900
H -0.6486 -0.4971 4.9285
H -2.5482 1.2421 3.3493
H -2.8328 0.4638 4.9098
H -3.9429 -0.5953 2.6577
H -3.2015 -1.6896 3.8374
H -1.9692 -3.5286 -1.3713
H -3.6475 -3.9551 -1.0170
H -1.1384 -5.5516 -0.5380
H -2.7657 -6.1584 -0.8271
H -1.7705 -6.2860 1.6895
H -3.4229 -5.6900 1.4779
H -0.8846 -4.0278 1.7368
H -2.3750 -3.8572 2.6803
*
```

Properties
E_tot: -4080.15565 a.u.
HOMO level: -7.362 eV
frontier orbital gap: 7.821 eV
LUMO: 0.46 eV